Here is 12 unconnected molecules or ions with the total composition C60H180N27O12P9S3 from the OMol25 dataset. Energies are from ωB97M-V/def2-TZVPD.

Energy above the lowest of the compared OMol25 structures with the same formula, charge and spin in kcal/mol: 96.2
Orbital gap in eV: 8.0189
HOMO level in Ha: -0.287

```
291
Properties=species:S:1:pos:R:3:forces:R:3:lowdin_charge:R:1
O 15.4552 -15.0726 -9.3522 1.090 -0.072 -0.384 -0.303
P 16.7731 -14.4508 -9.6807 1.040 0.747 -0.656 0.621
N 16.9165 -12.8406 -9.0794 1.467 -1.424 -0.230 -0.318
C 17.5208 -12.6135 -7.7550 -1.479 0.353 -0.596 -0.100
C 15.7802 -11.9909 -9.3791 0.110 0.184 -0.122 -0.127
N 16.9787 -14.1721 -11.3549 -0.616 -0.134 -1.005 -0.280
C 15.8110 -14.2757 -12.2526 -0.931 -0.825 1.175 -0.122
C 18.2933 -14.0685 -12.0498 -0.531 -0.240 1.960 -0.076
N 18.1838 -15.3109 -9.1604 -1.286 1.991 -0.198 -0.274
C 18.0869 -16.6797 -8.6565 0.201 0.557 0.111 -0.087
C 19.5322 -14.7043 -9.2014 -0.387 -0.451 -0.047 -0.135
H 16.7179 -12.8904 -7.0718 0.510 -0.157 0.932 0.082
H 17.6601 -11.5367 -7.6595 0.226 0.050 0.075 0.081
H 18.4715 -13.1207 -7.5904 -0.395 -0.096 -0.032 0.057
H 15.3706 -12.2827 -10.3462 -0.123 0.111 0.149 0.061
H 16.0547 -10.9374 -9.4325 0.434 0.051 -0.197 0.082
H 15.0043 -12.0055 -8.6137 -0.255 -0.489 0.127 0.082
H 15.4642 -15.3069 -12.3190 0.011 -0.323 -0.135 0.046
H 14.9554 -13.7655 -11.8100 -0.048 0.183 0.025 0.062
H 15.8526 -13.9336 -13.2867 1.022 0.382 0.307 0.055
H 18.1435 -13.7724 -13.0880 0.151 0.005 0.241 0.087
H 18.8738 -13.3586 -11.4606 0.184 0.482 -0.623 0.062
H 18.8456 -15.0011 -11.9342 0.034 -0.239 -0.583 0.042
H 18.8618 -16.7874 -7.8976 -0.011 -0.192 0.043 0.054
H 17.1265 -16.8432 -8.1676 -0.040 -0.019 -0.217 0.077
H 18.2655 -17.4182 -9.4381 -0.045 -0.120 -0.097 0.073
H 19.5497 -13.6419 -9.4445 -0.458 -0.150 -0.426 0.071
H 20.1404 -15.2636 -9.9124 0.168 0.091 -0.085 0.054
H 20.0295 -14.7140 -8.2315 -0.092 -0.471 0.364 0.071
O 21.7535 -20.3929 -4.9757 0.500 0.998 -0.402 -0.308
P 22.5727 -19.6700 -5.9883 -0.151 -0.375 -0.809 0.614
N 22.9877 -20.7257 -7.3300 0.529 0.429 0.136 -0.286
C 21.9486 -21.4204 -8.2105 0.649 0.963 1.944 -0.069
C 24.3057 -21.4326 -7.2577 -1.027 0.601 0.092 -0.108
N 23.9880 -18.9743 -5.3139 -1.143 -0.181 -1.694 -0.312
C 25.0431 -18.3141 -6.0523 0.670 -0.980 -0.460 -0.139
C 24.1361 -18.9499 -3.8863 -0.283 -1.251 -0.265 -0.116
N 21.7852 -18.3251 -6.6729 -1.325 -2.085 0.740 -0.319
C 20.8165 -17.5706 -5.8440 0.830 0.271 -0.924 -0.090
C 22.4262 -17.5790 -7.7051 -0.285 -0.026 -0.127 -0.152
H 22.3747 -22.3180 -8.6586 0.337 0.454 -0.307 0.071
H 21.5825 -20.6776 -8.9193 -0.165 -0.419 -0.151 0.053
H 21.1592 -21.8249 -7.5769 -0.361 0.343 -0.031 0.071
H 24.4459 -22.0564 -8.1405 -0.046 0.310 -0.169 0.071
H 24.3515 -22.1209 -6.4137 0.190 0.135 0.277 0.078
H 25.0797 -20.6659 -7.2214 0.239 -0.417 0.142 0.051
H 24.8957 -18.2987 -7.1322 -0.501 0.413 0.179 0.061
H 25.3335 -17.3397 -5.6596 -0.467 0.232 -0.041 0.086
H 25.9518 -18.9143 -6.0056 0.422 -0.185 0.421 0.072
H 24.9819 -19.6094 -3.6920 0.285 0.297 0.864 0.085
H 24.2456 -17.9395 -3.4924 0.145 -0.015 0.029 0.086
H 23.2294 -19.4295 -3.5176 0.175 0.150 0.551 0.066
H 20.4546 -16.7429 -6.4540 -0.473 -0.314 -0.427 0.047
H 19.9909 -18.1935 -5.4995 0.289 0.135 0.174 0.087
H 21.3097 -16.9776 -5.0738 0.153 -0.515 0.761 0.079
H 23.1292 -18.2348 -8.2187 0.351 0.392 0.147 0.067
H 22.8351 -16.7020 -7.2032 0.722 0.368 -0.686 0.083
H 21.7151 -17.2898 -8.4789 -0.246 0.321 0.006 0.074
O 16.1367 -24.6226 -12.1118 -0.176 -0.006 1.166 -0.285
P 15.4951 -23.4623 -11.4568 -2.496 2.785 0.603 0.613
N 13.9000 -23.6746 -10.7897 -0.037 -0.855 -0.773 -0.306
C 13.1055 -22.7154 -9.9977 0.882 0.047 -0.205 -0.110
C 13.1025 -24.8595 -11.1961 1.429 0.382 0.649 -0.116
N 15.1096 -22.2534 -12.6120 1.434 0.467 2.682 -0.332
C 13.9502 -22.3182 -13.4659 -0.122 -0.974 0.565 -0.096
C 16.2264 -21.5695 -13.2226 -0.155 -1.055 -0.907 -0.135
N 16.3680 -22.6170 -10.2265 -1.620 -0.021 -1.465 -0.296
C 17.3827 -23.2855 -9.4451 0.581 0.160 -0.881 -0.119
C 16.0442 -21.2199 -9.7900 0.238 -1.028 -0.793 -0.093
H 13.0100 -21.7563 -10.5066 0.378 0.329 0.114 0.062
H 13.5144 -22.6144 -8.9924 0.091 0.342 -0.003 0.071
H 12.0658 -23.0109 -9.8568 0.148 -0.638 -0.236 0.078
H 13.6642 -25.3256 -12.0056 -0.473 -0.329 -0.071 0.064
H 12.0740 -24.6040 -11.4510 0.139 0.103 -0.321 0.075
H 13.0931 -25.5168 -10.3267 -0.292 -0.461 -0.176 0.076
H 13.9934 -21.5846 -14.2710 0.161 -0.043 0.081 0.071
H 13.9531 -23.3342 -13.8606 -0.597 -0.006 -0.674 0.084
H 13.0411 -22.1564 -12.8867 -0.113 -0.012 -0.103 0.076
H 16.3744 -22.1422 -14.1381 0.092 0.806 -1.070 0.077
H 15.9218 -20.5300 -13.3439 0.668 0.121 -0.400 0.062
H 17.2215 -21.7277 -12.8069 -0.321 0.398 1.024 0.068
H 17.1685 -23.2063 -8.3793 0.253 -0.124 0.027 0.086
H 17.5641 -24.3114 -9.7655 -0.647 -0.169 0.167 0.077
H 18.3168 -22.8150 -9.7520 0.469 0.296 0.809 0.067
H 16.9699 -20.6795 -9.5924 0.171 -0.058 0.003 0.071
H 15.4281 -21.1720 -8.8921 -0.030 -0.217 0.113 0.073
H 15.5218 -20.6983 -10.5920 0.024 -0.160 0.030 0.038
O 20.3132 -17.2200 -12.1005 -0.709 -0.114 0.573 -0.282
P 20.0592 -18.1665 -13.2034 -0.967 -1.990 -1.448 0.596
N 21.1268 -17.9271 -14.4750 -0.899 -2.087 -0.157 -0.305
C 20.9126 -16.7545 -15.3212 0.487 -0.600 0.821 -0.076
C 22.5174 -18.2995 -14.1801 -0.584 1.081 0.907 -0.081
N 18.4938 -18.1297 -13.9003 -0.184 -0.387 -1.367 -0.254
C 18.0881 -18.9496 -15.1091 0.890 0.249 0.275 -0.085
C 17.3427 -17.5821 -13.2002 1.116 0.584 0.621 -0.104
N 20.1916 -19.8303 -12.7457 1.096 3.413 0.050 -0.322
C 19.7756 -20.1510 -11.4053 0.524 -0.173 -0.584 -0.104
C 20.3561 -20.8925 -13.6394 -0.045 -0.867 -1.023 -0.162
H 21.1395 -15.8871 -14.7014 -0.255 0.571 -0.337 0.068
H 19.8787 -16.7835 -15.6650 0.190 0.368 -0.170 0.082
H 21.6376 -16.8201 -16.1324 -0.301 0.185 -0.139 0.058
H 23.1643 -18.1252 -15.0399 -0.089 -0.242 -0.015 0.072
H 22.6088 -19.2933 -13.7417 -0.125 -0.187 -0.518 0.069
H 22.7951 -17.6321 -13.3643 0.886 0.188 0.024 0.064
H 18.9386 -19.2023 -15.7423 0.295 0.306 0.131 0.067
H 17.6214 -19.9177 -14.9276 -0.047 -0.119 0.829 0.048
H 17.3799 -18.4396 -15.7621 0.004 0.598 0.240 0.053
H 16.7097 -16.9723 -13.8449 0.001 -0.091 -0.174 0.067
H 16.7359 -18.3198 -12.6752 -0.068 -0.299 -0.142 0.054
H 17.7870 -16.9351 -12.4438 -0.424 0.239 0.243 0.056
H 18.6856 -20.1420 -11.4010 -0.216 0.123 0.853 0.069
H 20.1252 -21.1621 -11.1966 -0.066 -0.101 0.221 0.079
H 20.3057 -19.4619 -10.7479 -0.704 0.021 0.447 0.069
H 21.2342 -21.4745 -13.3595 0.155 -0.398 -0.117 0.079
H 20.4692 -20.5614 -14.6717 0.166 0.138 0.058 0.068
H 19.4805 -21.5416 -13.6323 -0.139 -0.370 -0.030 0.072
O 17.8128 -22.3369 -20.4969 0.412 -1.060 0.012 -0.290
P 17.4759 -22.9822 -19.2089 0.714 0.467 2.596 0.582
N 16.2927 -22.0660 -18.4194 0.547 -1.128 0.174 -0.305
C 14.8753 -22.4446 -18.4486 0.406 -0.329 -0.211 -0.100
C 16.5776 -20.6349 -18.2645 -0.062 -0.786 0.190 -0.100
N 18.8341 -23.0392 -18.0617 -1.277 0.822 -2.051 -0.289
C 20.2231 -23.0195 -18.5587 -0.765 -0.968 0.246 -0.096
C 18.6788 -23.0321 -16.6237 0.281 -0.253 -0.407 -0.142
N 16.9193 -24.5642 -19.2018 -0.527 0.262 -0.160 -0.309
C 16.9214 -25.4458 -18.0006 0.593 0.926 -0.604 -0.085
C 16.5335 -25.1334 -20.4912 -0.105 0.019 -0.109 -0.115
H 14.6917 -23.4660 -18.1153 0.410 -0.150 0.005 0.067
H 14.4989 -22.3926 -19.4702 -0.374 0.261 -0.076 0.079
H 14.2612 -21.8443 -17.7774 0.239 0.426 -0.094 0.072
H 15.8712 -20.0594 -18.8627 0.034 0.262 0.348 0.068
H 17.5826 -20.3797 -18.6003 -0.017 -0.203 -0.059 0.064
H 16.5382 -20.4529 -17.1905 -0.303 0.740 -0.059 0.062
H 20.6792 -22.0295 -18.5564 -0.007 -0.024 -0.136 0.059
H 20.8213 -23.7017 -17.9546 0.115 0.174 0.556 0.057
H 20.3093 -23.5302 -19.5177 -0.282 0.631 -0.392 0.081
H 18.9971 -24.0109 -16.2650 -0.156 -0.174 0.517 0.076
H 19.3377 -22.3015 -16.1546 0.017 0.319 0.029 0.061
H 17.6484 -22.8271 -16.3333 0.061 -0.033 -0.025 0.060
H 17.8509 -26.0111 -18.0686 -0.098 -0.360 0.480 0.083
H 16.9040 -24.8637 -17.0792 0.264 0.151 -0.168 0.057
H 16.0623 -26.1070 -17.8867 -0.112 0.004 -0.695 0.081
H 15.5359 -24.8283 -20.8070 -0.191 0.122 0.035 0.072
H 16.5134 -26.2229 -20.4661 0.262 -0.011 0.206 0.079
H 17.2302 -24.8038 -21.2620 -0.018 -0.104 -0.028 0.070
O 20.6878 -15.7874 -20.6695 0.614 -2.520 -0.569 -0.331
P 20.9355 -17.2242 -21.1123 -0.664 1.779 1.230 0.602
N 21.6117 -18.1518 -19.8545 -2.342 -0.084 -0.448 -0.300
C 22.2237 -17.5156 -18.7372 1.136 1.144 0.298 -0.140
C 21.7605 -19.5913 -19.8480 -0.445 0.128 -0.675 -0.119
N 22.1111 -17.2787 -22.2999 -1.803 -0.445 -0.835 -0.321
C 23.1803 -16.3129 -22.4036 0.501 -0.300 0.452 -0.109
C 22.4023 -18.5841 -22.9168 -0.099 0.392 0.876 -0.093
N 19.5482 -18.0881 -21.6606 0.856 -0.110 0.780 -0.284
C 18.4257 -18.3733 -20.6910 1.513 -0.156 0.202 -0.082
C 19.0911 -17.9716 -23.0580 0.135 0.102 0.930 -0.117
H 23.2313 -17.2221 -19.0315 0.402 0.365 0.157 0.069
H 22.3989 -18.1396 -17.8608 -0.508 -0.604 -0.149 0.064
H 21.7266 -16.6136 -18.3802 -0.267 -0.027 -0.373 0.075
H 21.2624 -20.0050 -18.9712 0.670 -0.107 0.479 0.065
H 22.8235 -19.7917 -19.9819 0.056 -0.740 0.590 0.079
H 21.2258 -20.0989 -20.6509 0.011 0.398 -0.374 0.079
H 23.4177 -16.2095 -23.4624 0.267 0.237 0.058 0.081
H 23.0456 -15.3377 -21.9357 -0.831 -0.160 -0.188 0.084
H 24.0224 -16.7295 -21.8509 0.642 -0.018 -0.253 0.069
H 21.4719 -19.0448 -23.2488 0.190 0.084 -0.497 0.065
H 23.1586 -18.4467 -23.6897 -0.343 -0.113 -0.234 0.084
H 22.8002 -19.2839 -22.1820 0.379 -0.055 0.053 0.058
H 18.7269 -18.2241 -19.6541 0.267 1.060 -0.049 0.071
H 17.5563 -17.7668 -20.9446 -0.007 -0.100 0.151 0.077
H 18.1954 -19.4299 -20.5541 -0.276 -0.320 -1.236 0.055
H 19.7994 -17.3728 -23.6305 -0.197 0.081 -0.018 0.074
H 18.1071 -17.5065 -22.9998 0.006 0.274 -0.504 0.071
H 18.9687 -18.9409 -23.5415 0.079 -0.182 0.082 0.077
O 15.8301 -17.6473 -17.4561 1.458 -1.301 -0.076 -0.264
P 14.5979 -16.8984 -17.3576 -3.382 1.454 -0.396 0.583
N 13.5269 -17.6067 -16.2203 1.549 3.940 -0.067 -0.308
C 12.2690 -16.9610 -15.8278 0.105 0.589 0.017 -0.101
C 13.6784 -18.9707 -15.8855 -0.698 -0.996 -0.690 -0.129
N 13.6932 -16.9038 -18.8502 0.771 1.983 1.645 -0.295
C 12.4161 -16.1893 -18.9215 0.764 0.476 0.630 -0.133
C 13.7626 -18.0883 -19.6626 0.499 -0.948 0.587 -0.124
N 14.7887 -15.2779 -16.9002 -0.841 0.202 -1.233 -0.280
C 15.3525 -15.0192 -15.5917 -0.188 -0.224 0.140 -0.141
C 14.5923 -14.0539 -17.7536 0.189 -1.195 0.402 -0.080
H 11.9921 -16.0641 -16.3819 0.760 -0.024 -0.306 0.054
H 12.3158 -16.5843 -14.8061 -0.163 -0.515 0.359 0.067
H 11.3770 -17.5653 -15.9927 0.171 -0.632 0.325 0.091
H 14.6861 -19.3839 -15.8420 0.201 0.558 -0.170 0.064
H 13.1714 -19.3335 -16.7797 -0.284 -2.185 0.600 0.082
H 13.1952 -19.1810 -14.9314 -0.319 -0.197 -0.150 0.082
H 12.2779 -15.3934 -18.1897 0.690 -0.081 0.304 0.044
H 12.4197 -15.5990 -19.8378 -0.875 -0.708 -0.528 0.090
H 11.6231 -16.8830 -18.6422 -0.539 0.055 -1.009 0.085
H 14.5123 -18.0490 -20.4529 0.012 0.127 -0.066 0.080
H 14.0358 -18.8869 -18.9729 0.194 -0.518 -0.387 0.044
H 12.8089 -18.3959 -20.0916 -0.164 0.411 0.017 0.086
H 15.0792 -14.0088 -15.2876 -0.165 -0.096 0.149 0.076
H 14.9646 -15.7499 -14.8819 -0.138 0.123 0.210 0.061
H 16.4390 -15.0905 -15.5433 0.268 -0.002 -0.268 0.083
H 14.6931 -14.3277 -18.8038 0.098 0.155 0.065 0.077
H 15.3187 -13.2920 -17.4709 0.303 -0.262 -0.191 0.079
H 13.6230 -13.5780 -17.6046 -0.282 -0.226 0.119 0.070
O 26.5524 -15.4672 -17.4019 -0.548 0.596 0.549 -0.283
P 27.2521 -16.7345 -17.1902 2.589 -2.335 0.558 0.604
N 26.6474 -18.0710 -18.1168 0.823 -0.096 2.215 -0.304
C 26.6555 -17.8578 -19.5501 -0.847 -0.953 0.259 -0.130
C 25.3902 -18.7886 -17.5891 1.360 1.360 -0.444 -0.070
N 27.3104 -17.3280 -15.5766 -1.636 1.382 -0.098 -0.278
C 28.0644 -18.4554 -14.9991 -0.785 0.598 -0.982 -0.094
C 26.3978 -16.6331 -14.6213 0.861 0.073 0.544 -0.119
N 28.9444 -16.5751 -17.6121 -2.964 -1.640 -0.525 -0.320
C 29.7134 -17.8022 -17.8420 -0.153 1.063 0.072 -0.119
C 29.7450 -15.4156 -17.3467 -0.289 0.560 -1.071 -0.130
H 25.7644 -17.2716 -19.7745 0.339 0.572 -0.758 0.069
H 26.5014 -18.8379 -20.0014 0.061 -0.094 -0.261 0.079
H 27.6199 -17.4912 -19.9019 -0.309 0.462 0.054 0.081
H 25.5291 -19.4302 -16.7190 0.627 0.332 0.179 0.052
H 25.0157 -19.4759 -18.3477 -0.096 0.385 -0.274 0.067
H 24.7150 -17.9708 -17.3376 -0.628 -0.451 -0.052 0.055
H 27.9662 -19.3244 -15.6497 0.252 -0.196 -0.034 0.059
H 29.1136 -18.1971 -14.8559 0.038 -0.157 0.199 0.070
H 27.5616 -18.6788 -14.0581 0.393 -0.151 0.022 0.076
H 25.3327 -16.7750 -14.8048 0.019 0.073 -0.205 0.059
H 26.5946 -16.9381 -13.5935 -0.063 -0.752 -0.098 0.063
H 26.6388 -15.5836 -14.4520 -0.264 0.270 -0.863 0.056
H 29.1731 -18.6037 -18.3457 -0.347 0.166 0.308 0.062
H 30.4925 -17.4917 -18.5382 0.576 -0.371 0.308 0.081
H 30.0557 -18.1130 -16.8549 0.731 -0.574 -0.332 0.063
H 30.4435 -15.5151 -16.5159 -0.154 0.021 0.323 0.081
H 29.1380 -14.5109 -17.3096 -0.211 -0.177 0.647 0.078
H 30.3212 -15.2227 -18.2516 0.541 -0.089 -0.065 0.076
O 24.8312 -22.2413 -18.6668 0.313 -0.157 -0.383 -0.296
P 25.4007 -23.0815 -17.6044 1.331 -0.953 2.269 0.645
N 25.7898 -24.7124 -18.1094 -0.161 0.144 0.064 -0.265
C 26.1004 -25.8565 -17.1865 -0.358 0.732 0.319 -0.105
C 25.4391 -25.1266 -19.4895 -0.531 -0.403 -0.158 -0.130
N 24.4284 -23.1485 -16.1481 2.074 1.927 -0.149 -0.290
C 24.3306 -21.8275 -15.3530 0.115 -1.334 -2.071 -0.068
C 23.3117 -23.9897 -15.8723 0.180 -1.073 -0.704 -0.144
N 26.9229 -22.4198 -17.0054 -2.116 -1.294 0.761 -0.317
C 27.7697 -21.6400 -17.8740 -0.852 -0.343 -0.719 -0.113
C 27.6567 -23.0583 -15.9339 -0.544 -0.765 0.560 -0.150
H 26.6521 -25.5500 -16.2978 -0.043 0.337 -0.240 0.050
H 26.6987 -26.6653 -17.6060 0.088 0.419 -0.731 0.079
H 25.2173 -26.3567 -16.7890 -0.423 0.086 -0.179 0.063
H 26.0115 -25.9578 -19.9014 0.798 -0.059 0.739 0.072
H 25.5433 -24.3753 -20.2723 -0.108 0.516 0.608 0.073
H 24.4360 -25.5471 -19.5597 -0.455 0.332 0.153 0.072
H 23.8056 -21.9780 -14.4098 0.550 -0.322 0.163 0.066
H 25.3451 -21.4307 -15.3140 -0.243 0.155 0.508 0.053
H 23.6920 -21.1530 -15.9235 0.024 0.304 -0.099 0.067
H 23.4360 -24.9355 -16.3998 0.048 -0.195 0.075 0.067
H 23.3309 -24.1924 -14.8015 -0.500 -0.090 0.037 0.086
H 22.3543 -23.6102 -16.2292 -0.205 0.366 0.300 0.064
H 27.6690 -22.0820 -18.8652 0.191 0.527 -0.454 0.080
H 27.3959 -20.6166 -17.8428 0.696 0.259 -0.397 0.051
H 28.8121 -21.7768 -17.5860 -0.082 0.423 0.138 0.084
H 27.8969 -22.3898 -15.1071 0.226 0.415 -0.118 0.076
H 28.5672 -23.5460 -16.2820 0.234 0.109 -0.155 0.083
H 27.0923 -23.8565 -15.4516 -0.294 0.150 -0.109 0.052
C 23.6539 -14.2372 -15.1265 0.250 1.189 0.676 -0.223
S 24.1967 -12.4309 -14.9450 -0.705 0.217 -0.404 0.847
O 23.5653 -11.8207 -13.6859 1.432 -1.433 -1.246 -0.598
C 26.0222 -12.7534 -14.8596 0.176 0.047 0.967 -0.257
H 22.6059 -14.2356 -15.4262 0.099 0.280 -0.021 0.031
H 23.7440 -14.6791 -14.1342 0.244 -0.198 -0.149 0.006
H 24.2618 -14.7348 -15.8821 0.151 0.109 0.099 0.035
H 26.2720 -13.1393 -13.8712 -0.153 -0.569 -0.049 0.034
H 26.6917 -11.8987 -14.9560 -0.817 0.741 -0.099 0.043
H 26.3575 -13.3986 -15.6716 -0.579 -0.472 0.052 0.028
C 24.7982 -14.5565 -9.4695 0.059 0.053 -0.590 -0.245
S 24.4135 -14.3187 -11.2560 0.629 -1.464 -1.478 0.867
O 25.3767 -15.2169 -12.0814 -0.893 1.412 1.430 -0.588
C 22.8727 -15.2945 -11.3949 0.839 -0.123 1.040 -0.247
H 25.3236 -15.5108 -9.4301 -0.223 -0.066 0.303 0.049
H 23.9143 -14.4726 -8.8372 -0.137 -0.383 -0.189 0.041
H 25.4566 -13.7498 -9.1471 0.165 -0.057 -0.312 0.042
H 23.1299 -16.3143 -11.1085 0.133 -0.059 0.108 0.051
H 22.5540 -15.3567 -12.4354 -0.213 0.600 0.272 0.027
H 22.1805 -14.9076 -10.6471 -0.420 0.086 -0.545 0.030
C 14.1088 -18.5370 -11.3762 -0.108 1.278 0.808 -0.234
S 12.8570 -17.1611 -11.6285 -0.516 -1.265 -1.131 0.809
O 11.6469 -17.9466 -12.0767 0.256 0.535 0.123 -0.602
C 12.3933 -16.4422 -9.9922 0.379 -0.693 -0.851 -0.222
H 14.3106 -19.0889 -12.2942 -0.542 0.405 -0.297 0.028
H 13.7716 -19.2474 -10.6214 -0.054 0.230 0.131 0.038
H 15.0249 -18.0122 -11.1051 0.164 -0.229 0.379 0.028
H 12.7962 -15.4301 -9.9544 0.532 -0.381 0.452 0.030
H 12.7069 -17.1774 -9.2510 -0.065 0.606 0.399 0.051
H 11.3100 -16.3438 -10.0611 0.019 -0.402 -0.035 0.047
```
Positions in Å, forces in eV/Å.